Here is a molecular structure, C33H25Cl2F3N5O4PdS from the OMol25 dataset. Energies are from wB97M-V/def2-TZVPD.

```
! RIJCOSX wB97M-V def2-TZVPD def2/J DEFGRID3
* xyz -1 1
Pd -0.379 0.788 -0.390
C -2.557 3.024 3.046
N -3.240 2.388 1.956
C -4.177 2.973 1.147
C -4.375 2.176 0.081
N -3.535 1.079 0.208
C -2.818 1.228 1.379
S -1.850 0.110 2.120
C -3.343 0.109 -0.771
C -4.369 -0.148 -1.682
C -4.172 -1.091 -2.670
C -2.964 -1.778 -2.693
C -2.016 -1.484 -1.737
N -2.169 -0.541 -0.804
H -3.237 3.709 3.551
H -1.694 3.575 2.664
H -2.200 2.259 3.736
H -4.628 3.911 1.400
H -4.979 2.328 -0.789
H -5.312 0.371 -1.602
H -4.942 -1.290 -3.400
H -2.765 -2.537 -3.430
H -1.082 -2.030 -1.711
C 1.135 0.254 -2.015
C 0.573 -0.395 -3.144
C 0.827 -1.763 -3.421
C 0.383 -2.363 -4.568
C -0.385 -1.638 -5.493
C -0.708 -0.298 -5.205
C -0.234 0.309 -4.075
C -0.798 -2.226 -6.693
N -1.119 -2.709 -7.690
H 1.916 -0.302 -1.489
H 1.340 1.319 -2.154
H 1.413 -2.332 -2.711
H 0.628 -3.396 -4.782
H -1.328 0.247 -5.904
H -0.486 1.339 -3.866
F -1.885 4.809 -2.963
C -2.474 4.350 -1.844
F -2.553 5.393 -1.000
F -3.752 4.064 -2.192
C -1.761 3.088 -1.211
O -1.688 2.116 -1.975
O -1.432 3.183 -0.034
Cl 0.383 -2.052 0.559
C 1.597 -3.095 1.271
C 1.458 -4.464 1.165
C 2.407 -5.310 1.715
C 3.540 -4.780 2.304
C 3.696 -3.410 2.382
Cl 5.209 -2.786 2.962
C 2.703 -2.520 1.939
N 2.802 -1.164 2.027
C 3.226 -0.386 3.104
C 3.381 -0.902 4.387
C 3.797 -0.093 5.428
C 4.035 1.250 5.208
C 3.836 1.781 3.944
C 3.431 0.989 2.880
C 3.247 1.596 1.519
C 1.806 1.564 0.968
O 1.492 2.329 0.048
O 1.036 0.672 1.408
H 0.593 -4.859 0.659
H 2.280 -6.379 1.662
H 4.322 -5.420 2.679
H 2.050 -0.661 1.535
H 3.145 -1.940 4.572
H 3.925 -0.518 6.414
H 4.361 1.887 6.018
H 4.010 2.837 3.780
H 3.832 1.028 0.786
H 3.592 2.630 1.496
*
```

Summary:
Kohn-Sham gap (alpha / beta) (eV): 6.32 / 6.08
M (g mol⁻¹): 821.98
E_HOMO (alpha / beta) (eV): -4.708 / -4.723

Here is C15H14F3N3OS in the gas phase from the OMol25 dataset. Energies are from wB97M-V/def2-TZVPD.

```
! RIJCOSX wB97M-V def2-TZVPD def2/J DEFGRID3
* xyz 0 1
C 2.683 3.610 5.123
C 1.407 2.814 4.828
C 1.707 1.523 4.168
C 0.288 1.003 3.644
S 0.156 -0.866 3.440
C -0.029 -0.745 1.677
C -0.266 -1.833 0.862
C -0.419 -1.664 -0.630
N -0.128 -0.643 -1.353
C -0.502 -0.992 -2.677
C -0.462 -0.166 -3.752
C -1.038 -0.547 -4.921
C -1.432 -1.913 -5.084
C -1.720 -2.306 -6.598
F -1.505 -3.702 -6.773
F -0.889 -1.878 -7.548
F -2.999 -1.915 -6.897
C -1.552 -2.744 -3.938
C -1.014 -2.205 -2.742
N -0.982 -2.670 -1.431
N -0.003 0.603 1.202
C -0.007 1.605 2.203
O -0.572 2.703 2.066
H 2.313 4.593 5.210
H 3.107 3.276 6.087
H 3.381 3.665 4.270
H 0.718 3.327 4.138
H 0.829 2.770 5.744
H 2.339 1.683 3.298
H 2.118 0.934 4.956
H -0.447 1.283 4.327
H -0.498 -2.796 1.215
H 0.167 0.747 -3.758
H -1.081 0.096 -5.808
H -1.860 -3.738 -3.900
H -1.218 -3.665 -1.077
H -0.587 0.753 0.429
*
```

Summary:
SMILES: CCC[C@@H]1S/C(=C/c2nc3ccc(C(F)(F)F)cc3[nH]2)NC1=O
Kohn-Sham gap (eV): 8.48
M (g mol⁻¹): 341.36
E_HOMO (eV): -8.309

Here is a molecular structure, C15H24Br2N4OP2S from the OMol25 dataset. Energies are from wB97M-V/def2-TZVPD.

```
! RIJCOSX wB97M-V def2-TZVPD def2/J DEFGRID3
* xyz 0 1
C -5.279 -1.954 0.701
C -5.090 -1.021 -0.459
Br -6.604 -0.854 -1.552
C -3.982 -0.319 -0.673
Br -3.770 0.931 -2.068
C -2.774 -0.418 0.177
C -1.827 -1.363 -0.013
C -0.628 -1.431 0.766
P 0.534 -2.734 0.241
N 0.398 -3.356 -1.185
C -0.363 -0.550 1.787
P 1.247 -0.681 2.670
N 0.837 -1.691 3.971
O 1.310 0.764 3.424
C -1.365 0.446 2.032
N -1.366 1.381 2.997
S -2.699 2.227 2.827
N -3.392 1.490 1.592
C -2.553 0.511 1.222
H -4.319 -2.312 1.068
H -5.808 -1.442 1.508
H -5.881 -2.812 0.408
H -1.979 -2.090 -0.800
H 0.448 -3.676 1.286
H 1.778 -2.157 0.520
H -0.312 -2.945 -1.775
H -0.140 -1.771 4.217
H 1.270 -2.601 3.908
H 2.176 1.154 3.259
C 3.639 1.296 -3.737
C 3.950 1.513 -2.260
C 3.214 0.547 -1.334
C 1.689 0.632 -1.404
C 1.105 2.013 -1.107
C 1.436 2.521 0.293
H 2.583 1.463 -3.956
H 4.214 1.978 -4.364
H 3.883 0.276 -4.040
H 3.715 2.545 -1.985
H 5.025 1.396 -2.099
H 3.544 0.717 -0.305
H 3.512 -0.478 -1.579
H 1.273 -0.085 -0.687
H 1.345 0.302 -2.387
H 0.017 1.955 -1.217
H 1.444 2.737 -1.853
H 1.083 1.807 1.038
H 0.949 3.477 0.492
H 2.510 2.661 0.434
*
```

Summary:
Kohn-Sham gap (eV): 7.64
M (g mol⁻¹): 530.21
E_HOMO (eV): -8.831

Here is a molecular structure, C13H14FO7P2Ti from the OMol25 dataset. Energies are from wB97M-V/def2-TZVPD.

```
! RIJCOSX wB97M-V def2-TZVPD def2/J DEFGRID3
* xyz 1 1
Ti 0.218 -0.447 0.045
C -1.082 2.838 -1.984
C 0.185 2.035 -1.676
C 0.138 0.617 -1.910
C 1.312 -0.176 -1.964
C 2.518 0.451 -1.501
C 2.550 1.812 -1.118
C 1.348 2.560 -1.153
H -1.505 3.184 -1.056
H -1.805 2.177 -2.516
H -0.798 3.807 -2.535
H -0.792 0.276 -2.397
H 1.354 -1.190 -2.276
H 3.439 -0.184 -1.399
H 3.450 2.309 -0.738
H 1.334 3.542 -0.688
O 0.756 2.123 3.442
P 0.552 0.567 2.885
O -0.240 -0.460 3.552
O 0.139 0.840 1.431
O 2.137 0.048 2.623
P 2.768 -1.166 1.819
O 3.924 -0.283 1.033
O 3.185 -2.382 2.495
O 1.599 -1.431 0.710
H 1.387 2.161 4.201
H 4.752 -0.830 1.002
F -5.260 -2.950 -0.559
C -4.020 -2.426 -0.239
C -3.004 -3.368 0.041
C -1.701 -2.891 0.358
C -1.509 -1.538 0.285
C -2.538 -0.617 0.026
C -3.802 -1.025 -0.269
H -3.274 -4.446 -0.049
H -0.963 -3.610 0.725
H -2.207 0.396 -0.049
H -4.546 -0.324 -0.596
*
```

Summary:
Kohn-Sham gap (eV): 7.35
M (g mol⁻¹): 411.06
E_HOMO (eV): -12.821

Here is a molecular structure, C38H33N11O5S2W from the OMol25 dataset. Energies are from wB97M-V/def2-TZVPD.

```
! RIJCOSX wB97M-V def2-TZVPD def2/J DEFGRID3
* xyz 0 1
W -0.230 -0.469 0.358
O 3.252 -1.131 2.677
C 2.335 -1.116 1.872
N 1.344 -0.203 1.744
C 1.377 0.947 2.559
C 2.471 1.464 3.247
C 2.320 2.612 4.012
C 1.092 3.245 4.103
C -0.002 2.752 3.405
C 0.155 1.619 2.611
N -0.829 1.051 1.764
C -1.942 1.793 1.503
O -2.654 2.370 2.309
C -2.062 2.030 0.038
C -2.846 3.069 -0.433
C -2.775 3.408 -1.768
C -1.910 2.686 -2.574
C -1.179 1.651 -2.029
N -1.230 1.311 -0.733
C 2.236 -2.233 0.886
C 3.281 -3.133 0.767
C 3.165 -4.162 -0.144
C 1.986 -4.279 -0.861
C 0.981 -3.356 -0.660
N 1.111 -2.315 0.174
H 3.427 0.976 3.179
H 3.177 3.005 4.545
H 0.975 4.130 4.716
H -0.961 3.243 3.467
H -3.481 3.580 0.276
H -3.370 4.218 -2.170
H -1.783 2.913 -3.623
H -0.507 1.112 -2.673
H 4.151 -2.983 1.388
H 3.970 -4.871 -0.285
H 1.828 -5.086 -1.562
H 0.036 -3.468 -1.156
N 1.019 5.352 -4.852
C 1.475 4.329 -4.032
C 2.067 3.189 -4.583
C 2.466 2.142 -3.771
C 2.281 2.229 -2.399
C 1.699 3.359 -1.836
C 1.301 4.402 -2.646
S 2.668 0.870 -1.356
O 2.955 1.380 -0.051
O 3.603 0.011 -2.022
N 1.214 0.100 -1.239
C 0.698 -0.649 -2.234
N 1.131 -0.793 -3.487
C 0.358 -1.549 -4.259
C -0.825 -2.154 -3.842
C -1.210 -1.934 -2.533
N -0.452 -1.181 -1.752
H 1.453 5.413 -5.758
H 0.917 6.251 -4.410
H 2.212 3.126 -5.655
H 2.916 1.253 -4.190
H 1.573 3.416 -0.762
H 0.851 5.285 -2.208
H 0.695 -1.674 -5.284
H -1.418 -2.756 -4.514
H -2.107 -2.336 -2.071
S -2.695 -1.210 0.334
C -3.909 -0.113 -0.371
C -4.839 0.493 0.477
C -5.863 1.278 -0.030
C -5.979 1.479 -1.398
C -5.063 0.880 -2.252
C -4.043 0.088 -1.744
H -4.738 0.355 1.546
H -6.568 1.740 0.651
H -6.777 2.093 -1.796
H -5.144 1.024 -3.323
H -3.345 -0.375 -2.430
C -2.799 -2.711 5.247
N -1.990 -2.799 4.056
C -1.867 -3.963 3.219
C -1.163 -3.383 1.998
O -0.942 -4.039 1.008
N -0.881 -2.047 2.222
C -1.471 -1.744 3.399
N -1.565 -0.533 3.910
H -3.181 -3.702 5.480
H -3.655 -2.046 5.104
H -2.214 -2.369 6.104
H -2.836 -4.365 2.917
H -1.265 -4.755 3.668
H -1.336 0.265 3.326
H -2.066 -0.377 4.765
*
```

Summary:
Kohn-Sham gap (eV): 6.14
M (g mol⁻¹): 971.73
E_HOMO (eV): -6.312

Here is a gas-phase ion, C5H11NO2 (charge +1) from the OMol25 dataset. Energies are from wB97M-V/def2-TZVPD.

```
! RIJCOSX wB97M-V def2-TZVPD def2/J DEFGRID3
* xyz 1 2
C 0.053 -1.215 1.948
C -0.393 -0.704 0.554
C -0.701 -1.941 -0.338
C -1.465 -1.692 -1.609
N 0.616 0.088 0.003
C 0.525 1.495 -0.161
O 1.688 1.951 -0.616
O -0.455 2.104 0.110
H -0.827 -1.177 2.602
H 0.806 -0.682 2.510
H 0.350 -2.265 1.929
H -1.305 -0.128 0.645
H -1.091 -2.709 0.324
H 0.290 -2.382 -0.540
H -1.903 -0.687 -1.641
H -2.304 -2.385 -1.674
H -0.845 -1.802 -2.494
H 1.527 -0.343 -0.172
H 1.658 2.918 -0.542
*
```

Summary:
Kohn-Sham gap (alpha / beta) (eV): 13.08 / 7.43
M (g mol⁻¹): 117.15
E_HOMO (alpha / beta) (eV): -16.188 / -16.219

Here is a molecular structure, C31H38BiN2P2Se2Si2Te2 from the OMol25 dataset. Energies are from wB97M-V/def2-TZVPD.

```
! RIJCOSX wB97M-V def2-TZVPD def2/J DEFGRID3
* xyz -1 1
Bi -2.093 -0.632 -1.012
C -4.225 1.362 2.571
Si -3.388 2.173 1.123
C -2.774 3.864 1.661
C -4.617 2.426 -0.233
N -2.101 1.188 0.511
P -0.618 0.862 1.070
C -0.197 -0.537 0.238
P 0.891 -1.383 -0.751
N 0.037 -2.246 -1.776
Si -0.001 -2.337 -3.486
C -1.709 -2.837 -4.017
C 1.200 -3.631 -4.137
C 0.387 -0.701 -4.325
C 1.888 -2.479 0.317
C 2.029 -3.828 0.020
C 2.853 -4.636 0.799
C 3.540 -4.096 1.875
C 3.391 -2.748 2.188
C 2.569 -1.946 1.412
C 2.250 -0.466 -1.562
C 3.207 -1.205 -2.264
C 4.251 -0.567 -2.912
C 4.362 0.819 -2.856
C 3.433 1.557 -2.142
C 2.378 0.914 -1.499
C -0.691 0.542 2.868
C -0.872 -0.774 3.290
C -1.136 -1.052 4.625
C -1.203 -0.022 5.553
C -0.991 1.290 5.148
C -0.741 1.568 3.812
C 0.431 2.338 0.954
C 1.592 2.459 1.715
C 2.463 3.520 1.502
C 2.178 4.465 0.525
C 1.027 4.345 -0.244
C 0.158 3.282 -0.033
H -5.096 1.950 2.882
H -3.555 1.262 3.430
H -4.568 0.363 2.289
H -3.582 4.390 2.180
H -2.481 4.468 0.797
H -1.919 3.818 2.339
H -5.372 3.160 0.073
H -5.139 1.498 -0.484
H -4.144 2.781 -1.151
H -2.105 -3.652 -3.405
H -1.683 -3.175 -5.060
H -2.431 -2.013 -3.970
H 1.286 -4.464 -3.433
H 2.199 -3.217 -4.302
H 0.850 -4.035 -5.093
H -0.039 0.131 -3.754
H -0.059 -0.673 -5.325
H 1.460 -0.518 -4.422
H 1.475 -4.235 -0.818
H 2.958 -5.689 0.563
H 4.185 -4.724 2.478
H 3.915 -2.327 3.037
H 2.442 -0.896 1.657
H 3.128 -2.285 -2.299
H 4.983 -1.148 -3.459
H 5.174 1.319 -3.371
H 3.522 2.635 -2.078
H 1.649 1.491 -0.953
H -0.805 -1.570 2.556
H -1.297 -2.076 4.937
H -1.422 -0.239 6.592
H -1.032 2.096 5.870
H -0.583 2.593 3.504
H 1.815 1.720 2.476
H 3.366 3.607 2.093
H 2.855 5.295 0.361
H 0.809 5.076 -1.012
H -0.739 3.170 -0.630
Se -4.759 -0.017 -3.406
Te -6.295 -1.207 -1.864
Te -4.829 -3.304 -1.031
Se -3.295 -2.208 0.677
*
```

Summary:
Kohn-Sham gap (eV): 5.85
M (g mol⁻¹): 1178.88
E_HOMO (eV): -3.576

Here is C4H8N2O2 in the gas phase from the OMol25 dataset. Energies are from wB97M-V/def2-TZVPD.

```
! RIJCOSX wB97M-V def2-TZVPD def2/J DEFGRID3
* xyz 0 1
N -0.736 1.284 -1.692
C -0.446 0.933 -0.361
C 0.615 -0.160 -0.320
C 1.449 -0.467 0.831
O 1.210 -0.244 1.967
O 2.615 -1.064 0.650
C -1.020 -0.473 -0.043
N -1.429 -0.807 1.244
H 0.084 1.776 -2.105
H -1.655 1.679 -1.829
H -0.445 1.811 0.344
H 0.985 -0.323 -1.278
H 2.799 -1.221 -0.217
H -1.715 -0.732 -0.791
H -1.040 -0.190 2.073
H -1.272 -1.802 1.527
*
```

Summary:
SMILES: N[C@@H]1C(C(=O)O)[C@H]1N
Kohn-Sham gap (eV): 9.45
M (g mol⁻¹): 116.12
E_HOMO (eV): -8.705

Here is a molecular structure, C27H36IN12P2Tc from the OMol25 dataset. Energies are from wB97M-V/def2-TZVPD.

```
! RIJCOSX wB97M-V def2-TZVPD def2/J DEFGRID3
* xyz 1 4
Tc -0.355 -0.346 0.503
C -2.712 2.039 -0.902
P -1.864 1.495 0.638
C -1.603 3.143 1.379
C -3.224 0.732 1.581
C -3.881 1.368 2.622
C -4.802 0.674 3.390
C -5.112 -0.640 3.087
C -4.487 -1.274 2.024
C -3.513 -0.611 1.291
P -2.481 -1.486 0.048
C -2.610 -3.257 0.528
C -3.648 -1.594 -1.385
H -3.592 2.630 -0.657
H -3.007 1.181 -1.498
H -2.027 2.647 -1.491
H -2.484 3.769 1.238
H -0.757 3.609 0.872
H -1.370 3.044 2.438
H -3.645 2.392 2.859
H -5.259 1.151 4.242
H -5.815 -1.193 3.692
H -4.743 -2.298 1.790
H -3.632 -3.621 0.436
H -2.245 -3.415 1.538
H -1.994 -3.832 -0.164
H -4.630 -1.878 -1.001
H -3.299 -2.365 -2.070
H -3.734 -0.660 -1.933
N 3.018 0.320 2.278
C 1.774 0.663 2.757
N 1.531 1.099 3.984
N 0.233 1.302 4.027
N -0.309 1.021 2.907
N 0.634 0.601 2.038
C 3.237 0.132 0.953
N 3.924 -0.860 0.425
N 3.939 -0.643 -0.883
N 3.301 0.396 -1.194
N 2.808 0.952 -0.063
H 3.636 -0.164 2.912
I 0.628 0.046 -2.381
C 1.257 2.090 -2.392
C 1.013 2.725 -3.581
C 1.108 4.116 -3.687
C 1.334 4.855 -2.562
C 1.627 4.223 -1.336
C 1.874 5.010 -0.192
C 2.260 4.437 0.984
C 2.523 3.064 1.026
C 2.283 2.258 -0.064
C 1.710 2.797 -1.254
H 0.738 2.143 -4.447
H 0.942 4.583 -4.642
H 1.317 5.935 -2.587
H 1.771 6.080 -0.275
H 2.438 5.036 1.863
H 2.980 2.664 1.915
C 1.650 -4.148 -1.088
N 1.507 -4.257 0.352
C 2.400 -5.205 0.991
C 0.953 -3.216 1.037
N 0.919 -2.011 0.511
N 0.397 -3.477 2.240
C 0.163 -2.431 3.206
C -0.058 -4.789 2.642
H 1.699 -5.154 -1.506
H 2.550 -3.604 -1.400
H 0.773 -3.647 -1.504
H 3.411 -5.089 0.591
H 2.076 -6.231 0.807
H 2.440 -5.026 2.061
H 1.602 -1.971 -0.244
H 0.948 -1.682 3.132
H 0.202 -2.859 4.207
H -0.811 -1.944 3.072
H -0.143 -5.436 1.774
H -1.041 -4.693 3.109
H 0.617 -5.235 3.376
*
```

Summary:
Kohn-Sham gap (alpha / beta) (eV): 7.95 / 7.05
M (g mol⁻¹): 815.52
E_HOMO (alpha / beta) (eV): -10.555 / -10.411

Here is 2 unconnected molecules or ions with the total composition C3H10NO2 from the OMol25 dataset. Energies are from wB97M-V/def2-TZVPD.

```
! RIJCOSX wB97M-V def2-TZVPD def2/J DEFGRID3
* xyz -1 1
C 1.033 -0.542 -0.888
C -0.389 -0.203 -0.503
C -0.625 1.294 -0.113
O -1.847 1.545 0.395
N 1.321 -1.971 -1.099
H 1.708 -0.183 -0.113
H 1.271 -0.034 -1.830
H -1.123 -0.426 -1.274
H -0.704 -0.808 0.375
H -0.380 1.852 -1.071
H 0.241 1.542 0.573
H 0.544 -2.376 -1.614
H 1.345 -2.433 -0.200
H -1.284 1.502 2.373
H -0.486 0.285 2.152
O -0.625 0.956 2.837
*
```

Summary:
Kohn-Sham gap (eV): 7.00
M (g mol⁻¹): 92.12
E_HOMO (eV): -2.832

Question: M of number 5 (C38H33N11O5S2W)?
Answer: 971.73 g mol⁻¹